This record from OMol25 describes C33H29N5RuS2 as an isolated structure. The level of theory is wB97M-V/def2-TZVPD.

Computed properties:
- Gap between HOMO and LUMO (spin up / spin down): 6.09 / 5.54 eV
- E_HOMO (spin up / spin down): -16.0962 / -16.0930 eV
- Multiplicity: 2
- Max |F|: 0.5 eV/A
- Charge: +3
- E_LUMO (spin up / spin down): -10.0 / -10.6 eV

Positions of all 70 atoms, in Å:
Ru  0.0200  -0.3044  0.0626
C  4.2313  -0.3635  -1.0536
C  4.5808  0.9693  -0.9368
C  3.6096  1.8977  -0.5773
C  2.3226  1.4684  -0.3369
N  1.9897  0.1504  -0.4275
C  2.9265  -0.7376  -0.7881
C  1.1901  2.3748  -0.0403
C  1.2310  3.7556  0.0401
C  0.0419  4.4419  0.2510
C  -1.1605  3.7542  0.3523
C  -1.1401  2.3734  0.2629
N  0.0229  1.7309  0.0927
C  -2.3095  1.4656  0.2643
C  -3.6169  1.8911  0.3516
C  -4.6445  0.9586  0.2514
C  -4.3316  -0.3746  0.0580
C  -3.0008  -0.7445  -0.0134
N  -2.0066  0.1482  0.0968
H  4.9514  -1.1127  -1.3500
H  5.5938  1.2929  -1.1358
H  3.8598  2.9461  -0.5035
H  2.6068  -1.7673  -0.8648
H  2.1601  4.2952  -0.0702
H  0.0498  5.5218  0.3163
H  -2.0879  4.2922  0.4841
H  -3.8444  2.9395  0.4795
H  -5.6760  1.2792  0.3114
H  -5.1006  -1.1273  -0.0419
H  -2.7074  -1.7738  -0.1634
S  0.2941  -0.3627  2.2859
C  0.1409  -2.0218  2.7337
N  -0.0715  -2.3789  3.9574
C  -0.2169  -3.8091  4.3054
C  0.7373  -4.6184  3.4796
N  0.5212  -4.3097  2.0483
C  0.7730  -5.4452  1.1113
C  2.1483  -6.0049  1.3568
C  2.2977  -7.3041  1.8239
C  3.5687  -7.8160  2.0554
C  4.6842  -7.0250  1.8310
C  4.5375  -5.7226  1.3653
C  3.2721  -5.2148  1.1253
C  0.2567  -3.0975  1.6664
S  0.0447  -2.6485  0.0368
C  -0.1838  -1.4353  5.1094
C  0.9877  -1.6297  6.0356
C  0.7737  -2.0912  7.3288
C  1.8518  -2.2758  8.1857
C  3.1387  -2.0089  7.7457
C  3.3550  -1.5491  6.4511
C  2.2816  -1.3559  5.5974
H  -1.2600  -4.0869  4.1364
H  0.0134  -3.9088  5.3638
H  0.5719  -5.6844  3.6162
H  1.7798  -4.4044  3.7240
H  0.6317  -5.0838  0.0963
H  0.0021  -6.1874  1.3231
H  1.4275  -7.9295  1.9882
H  3.6836  -8.8326  2.4053
H  5.6732  -7.4247  2.0097
H  5.4132  -5.1156  1.1788
H  3.1566  -4.2051  0.7405
H  -1.1223  -1.6814  5.6080
H  -0.2579  -0.4244  4.7156
H  -0.2328  -2.2900  7.6793
H  1.6820  -2.6230  9.1957
H  3.9770  -2.1506  8.4142
H  4.3601  -1.3288  6.1178
H  2.4544  -0.9721  4.5961

Atomic partial charges in e from the Löwdin method, atoms 1 to 8:
1 Ru 0.90
2 C 0.00
3 C 0.02
4 C 0.04
5 C -0.18
6 N -0.06
7 C -0.09
8 C -0.17